Density functional theory data (the ωB97M-V functional and the def2-TZVPD basis) for an isolated molecule of C4H7NS in a non-equilibrium geometry.

Structure (XYZ):
```
13
Properties=species:S:1:pos:R:3:lowdin_charge:R:1
C 0.329 -0.963 -0.898 -0.1484
N -0.728 -0.963 0.233 -0.0667
C -0.625 0.303 1.174 -0.1455
C -0.054 1.198 0.081 -0.5280
S 1.431 2.150 -0.595 0.8080
C 1.110 0.337 -0.327 -0.5482
H -0.119 -1.028 -1.995 0.1369
H 1.150 -1.725 -0.738 0.0937
H -1.666 -0.976 -0.027 0.0462
H -0.082 0.028 2.009 0.0740
H -1.696 0.413 1.416 0.1105
H -0.870 1.360 -0.632 0.0934
H 1.820 -0.135 0.300 0.0741
```

HOMO (eV): -8.93
Max |F| (eV Å⁻¹): 4.12
SMILES: C1NC[C@H]2S[C@H]12
Charge: 0
Total energy (eV): -16582.50958
Multiplicity: 1
ΔE to the lowest compared entry with this formula, charge and spin (kcal/mol): 101.97



Density functional theory data (the ωB97M-V functional and the def2-TZVPD basis) for a cluster of 2 separate species, CH4NP in total in a non-equilibrium geometry.

Structure (XYZ):
```
7
Properties=species:S:1:pos:R:3:lowdin_charge:R:1
C -0.237 0.410 -0.229 -0.6314
N -0.805 0.109 -1.299 -0.0078
P 0.090 -0.599 1.368 0.7041
H 0.346 1.741 0.043 0.1434
H -0.761 0.922 -1.892 0.0291
H 1.511 -0.622 0.940 -0.0911
H -0.143 -1.960 1.068 -0.1463
```

HOMO (eV): -9.68
Max |F| (eV Å⁻¹): 4.13
Charge: 0
Total energy (eV): -11877.99623
Multiplicity: 1
ΔE to the lowest compared entry with this formula, charge and spin (kcal/mol): 34.93



Density functional theory data (the ωB97M-V functional and the def2-TZVPD basis) for a structure of composition C27H23GeN2TeW.

Structure (XYZ):
```
55
Properties=species:S:1:pos:R:3:lowdin_charge:R:1
W -0.689 0.487 0.423 0.8398
N -0.589 -0.305 2.485 -0.0219
C -1.253 -1.606 2.598 -0.2189
C -1.500 -2.228 3.781 0.0199
C -2.096 -3.513 3.788 -0.0203
C -2.396 -4.137 2.612 0.0154
C -2.146 -3.493 1.373 -0.1268
C -2.427 -4.078 0.116 0.0450
C -2.172 -3.379 -1.027 -0.0008
C -1.661 -2.075 -0.935 -0.0800
N -1.380 -1.496 0.219 -0.0773
C -1.593 -2.210 1.379 -0.1595
H 0.413 -0.432 2.639 0.1252
H -0.891 0.323 3.226 0.1241
H -1.229 -1.756 4.719 0.1340
H -2.294 -4.003 4.731 0.1268
H -2.831 -5.129 2.610 0.1342
H -2.842 -5.078 0.074 0.1402
H -2.365 -3.798 -2.004 0.1266
H -1.485 -1.480 -1.821 0.1154
Te 1.458 0.702 -0.930 0.6406
C -4.973 0.382 -0.602 -0.0182
C -4.532 0.611 -1.916 -0.0145
C -3.266 1.097 -2.175 -0.0517
C -2.413 1.425 -1.106 -0.3545
C -2.881 1.169 0.185 -0.2890
C -4.150 0.656 0.469 -0.0299
Ge -0.679 2.397 -1.405 0.6963
C -0.463 2.781 -3.239 -0.3659
C -0.460 4.110 -3.660 -0.0861
C -0.329 4.401 -5.012 -0.0501
C -0.202 3.372 -5.934 -0.0451
C -0.202 2.045 -5.517 -0.0550
C -0.328 1.746 -4.168 -0.1380
C -0.603 3.710 -0.017 -0.3641
C 0.642 4.179 0.422 -0.1214
C 0.719 5.206 1.349 -0.0518
C -0.444 5.769 1.859 -0.0428
C -1.687 5.314 1.436 -0.0548
C -1.769 4.293 0.502 -0.1053
H -5.968 -0.009 -0.433 0.1267
H -5.202 0.410 -2.742 0.1273
H -2.951 1.282 -3.195 0.1134
H -2.283 1.540 1.061 0.0804
H -4.474 0.486 1.487 0.1274
H -0.557 4.919 -2.945 0.1091
H -0.325 5.431 -5.343 0.1186
H -0.096 3.605 -6.985 0.1194
H -0.096 1.249 -6.243 0.1164
H -0.307 0.710 -3.847 0.0881
H 1.556 3.741 0.041 0.0724
H 1.685 5.568 1.675 0.1190
H -0.379 6.568 2.586 0.1203
H -2.589 5.768 1.826 0.1175
H -2.746 3.976 0.158 0.1043
```

HOMO (alpha / beta) (eV): -13.37 / -13.83
Max |F| (eV Å⁻¹): 0.91
Charge: +2
Total energy (eV): -96971.29576
Multiplicity: 2
ΔE to the lowest compared entry with this formula, charge and spin (kcal/mol): 0.00



Density functional theory data (the ωB97M-V functional and the def2-TZVPD basis) for a cluster of 14 separate species, C4H34NO15 in total in a non-equilibrium geometry.

Structure (XYZ):
```
54
Properties=species:S:1:pos:R:3:lowdin_charge:R:1
C -3.376 -0.079 1.412 -0.0911
C -2.160 -0.175 0.557 -0.4815
C -1.596 1.142 0.162 -0.0538
C -0.309 0.929 -0.759 -0.6701
O -0.186 0.202 -1.737 -0.0307
O 0.703 1.433 -0.315 -0.0474
N -2.627 -0.928 -0.572 0.0646
H -3.734 -1.192 1.730 0.1272
H -4.392 0.372 1.304 0.0833
H -3.178 0.568 2.288 0.0656
H -1.380 -0.797 1.053 0.1380
H -2.366 1.820 -0.323 0.1458
H -1.346 1.664 1.093 0.0826
H -3.509 -0.643 -0.829 0.0509
H -1.992 -0.679 -1.258 -0.0040
H -1.640 -2.622 2.491 -0.0001
H -0.406 -2.545 3.167 0.0555
O -0.899 -3.190 2.596 -0.0479
H -0.581 -3.695 0.352 -0.0533
H -0.884 -2.698 -0.628 -0.0505
O -0.715 -3.553 -0.503 0.0298
H 1.192 0.155 2.190 0.0570
H 1.374 -1.380 2.102 0.0452
O 1.010 -0.703 2.709 -0.0823
H -2.123 0.215 -2.621 0.0028
H -2.941 0.708 -3.587 0.0276
O -2.529 1.074 -2.824 -0.0356
H 2.943 2.274 1.265 -0.0134
H 3.378 0.910 1.497 -0.0413
O 3.612 1.768 1.648 0.0042
H -0.317 -0.426 -3.427 -0.0176
H -0.044 -1.794 -4.089 -0.0017
O 0.147 -0.891 -4.131 -0.0377
H -0.182 3.044 -1.313 0.0385
H 1.180 2.898 -1.714 -0.0235
O 0.571 3.607 -1.645 -0.0636
H 3.610 -2.378 -0.470 -0.0428
H 3.308 -0.950 0.097 0.0179
O 3.869 -1.780 0.182 -0.0894
H 1.878 0.621 -2.660 0.0027
H 1.565 1.351 -4.027 0.0544
O 2.280 1.099 -3.406 -0.0770
H 2.505 0.969 -0.709 0.0010
H 3.833 1.136 -1.450 0.0825
O 3.446 0.753 -0.631 -0.0774
H 0.021 2.471 1.508 0.0359
H 1.193 2.902 2.500 0.1346
O 0.174 2.559 2.510 -0.1399
H 1.050 -2.664 -1.669 0.0546
H 1.294 -3.843 -0.424 0.1050
O 1.626 -3.000 -0.931 -0.1261
H -1.398 1.627 3.838 0.0259
H -0.150 1.111 3.914 -0.1030
O -0.802 1.223 4.490 -0.0302
```

HOMO (eV): -7.19
Max |F| (eV Å⁻¹): 7.13
Charge: -1
Total energy (eV): -36901.96550
Multiplicity: 1
ΔE to the lowest compared entry with this formula, charge and spin (kcal/mol): 159.98



Density functional theory data (the ωB97M-V functional and the def2-TZVPD basis) for a cluster of 4 separate species, C3H12O4 in total in a non-equilibrium geometry.

Structure (XYZ):
```
19
Properties=species:S:1:pos:R:3:lowdin_charge:R:1
C -0.812 -2.478 -1.241 -0.1090
C -0.920 -1.044 -0.604 -0.1679
C -0.125 -0.035 -1.129 -0.1376
O 0.929 0.739 -0.411 -0.0714
H -0.306 -2.246 -2.220 0.0670
H 0.031 -2.957 -0.638 0.0846
H -1.706 -3.097 -1.493 0.0702
H -1.520 -1.016 0.302 0.0841
H -0.037 0.070 -2.268 0.1269
H 0.915 1.601 -0.894 0.0635
O -0.222 3.590 -1.111 0.0064
H 0.273 4.068 -0.458 0.0477
H -1.021 3.388 -0.751 -0.0093
O 1.365 -1.736 2.264 -0.0626
H 1.991 -2.345 1.826 0.0488
H 0.681 -1.772 1.590 -0.0055
O 0.144 2.154 2.451 -0.0546
H 0.279 1.673 1.662 -0.0371
H 0.061 1.442 3.121 0.0558
```

HOMO (eV): -8.84
Max |F| (eV Å⁻¹): 4.09
SMILES: C/C=C/O.O.O.O
Charge: 0
Total energy (eV): -11492.88206
Multiplicity: 1
ΔE to the lowest compared entry with this formula, charge and spin (kcal/mol): 66.42



Density functional theory data (the ωB97M-V functional and the def2-TZVPD basis) for a cluster of 2 separate species, C5H9FO in total in a non-equilibrium geometry.

Structure (XYZ):
```
16
Properties=species:S:1:pos:R:3:lowdin_charge:R:1
C 0.415 -0.104 -0.329 -0.0587
C 1.296 -0.037 0.633 -0.2378
C 0.483 -0.063 -1.723 -0.0681
C 1.297 0.062 2.138 -0.0076
C -2.308 -0.010 -0.486 -0.2736
O -1.358 -0.174 0.438 -0.1638
F 2.620 -0.197 0.114 -0.0192
H 1.219 0.753 -1.860 0.1092
H -0.484 0.376 -2.111 0.0877
H 0.865 -0.964 -2.268 0.1185
H 0.330 -0.253 2.507 0.0729
H 2.097 -0.641 2.478 0.0993
H 1.414 1.034 2.594 0.0778
H -3.152 0.377 0.036 0.0670
H -2.584 -1.001 -0.882 0.0893
H -2.151 0.840 -1.280 0.1070
```

HOMO (eV): -9.14
Max |F| (eV Å⁻¹): 5.88
Charge: 0
Total energy (eV): -10091.97179
Multiplicity: 1
ΔE to the lowest compared entry with this formula, charge and spin (kcal/mol): 88.12



Density functional theory data (the ωB97M-V functional and the def2-TZVPD basis) for a structure of composition C2H7N4 in a non-equilibrium geometry.

Structure (XYZ):
```
13
Properties=species:S:1:pos:R:3:lowdin_charge:R:1
C -0.376 1.173 -0.261 -0.1415
C -0.564 -0.284 0.058 -0.1505
N 0.987 1.275 -0.985 0.0337
N 1.328 0.211 -1.482 -0.0826
N 0.620 -0.834 -1.251 0.0702
N 0.037 -0.593 1.398 0.1674
H -1.198 1.506 -0.980 0.1563
H -0.222 1.863 0.485 0.0799
H -1.452 -0.923 -0.053 0.1425
H 0.314 -1.476 -1.936 0.1075
H 1.010 -0.232 1.252 0.1709
H -0.061 -1.624 1.427 0.1699
H -0.424 -0.062 2.329 0.2762
```

HOMO (eV): -14.14
Max |F| (eV Å⁻¹): 5.56
Charge: +1
Total energy (eV): -8137.08410
Multiplicity: 1
ΔE to the lowest compared entry with this formula, charge and spin (kcal/mol): 119.05



Q: The highest total energy belongs to which entry?
A: C2H7N4



What did the fifth record say?
Density functional theory data (the ωB97M-V functional and the def2-TZVPD basis) for a cluster of 4 separate species, C3H12O4 in total in a non-equilibrium geometry.

Structure (XYZ):
```
19
Properties=species:S:1:pos:R:3:lowdin_charge:R:1
C -0.812 -2.478 -1.241 -0.1090
C -0.920 -1.044 -0.604 -0.1679
C -0.125 -0.035 -1.129 -0.1376
O 0.929 0.739 -0.411 -0.0714
H -0.306 -2.246 -2.220 0.0670
H 0.031 -2.957 -0.638 0.0846
H -1.706 -3.097 -1.493 0.0702
H -1.520 -1.016 0.302 0.0841
H -0.037 0.070 -2.268 0.1269
H 0.915 1.601 -0.894 0.0635
O -0.222 3.590 -1.111 0.0064
H 0.273 4.068 -0.458 0.0477
H -1.021 3.388 -0.751 -0.0093
O 1.365 -1.736 2.264 -0.0626
H 1.991 -2.345 1.826 0.0488
H 0.681 -1.772 1.590 -0.0055
O 0.144 2.154 2.451 -0.0546
H 0.279 1.673 1.662 -0.0371
H 0.061 1.442 3.121 0.0558
```

HOMO (eV): -8.84
Max |F| (eV Å⁻¹): 4.09
SMILES: C/C=C/O.O.O.O
Charge: 0
Total energy (eV): -11492.88206
Multiplicity: 1
ΔE to the lowest compared entry with this formula, charge and spin (kcal/mol): 66.42



Q: What is the charge in the fifth record?
A: 0